# 1
65
Properties=species:S:1:pos:R:3:forces:R:3:lowdin_charge:R:1 method="wB97M-V/def2-TZVPD" total_charge=+1 largest_force_ev_per_a=7.27 homo_ev=-10.66 gap_ev=8.33 lumo_ha=-0.086 spin_multiplicity=1
C -2.784 -1.797 -0.673 3.0 5.8 -1.1 0.00
C -2.452 -0.514 -0.760 -1.6 -7.1 0.5 -0.17
Si -1.719 1.287 -0.841 -1.1 -0.5 0.5 0.59
C -1.668 1.885 1.014 0.7 -0.1 0.4 -0.34
N -1.331 3.366 1.114 0.6 -0.7 -0.8 -0.07
C -2.862 2.384 -1.926 -1.5 0.8 -0.7 -0.27
C -3.332 1.645 -3.322 0.6 1.1 -0.1 -0.27
C -4.923 1.736 -3.557 -0.4 0.2 -0.3 -0.22
C -5.501 0.789 -4.734 -0.1 0.1 -0.5 -0.26
C -4.388 -0.011 -5.586 -0.9 -0.5 -0.3 -0.15
C 0.081 1.105 -1.525 -0.1 -1.5 0.5 -0.30
N 1.071 2.060 -0.930 -0.5 0.2 -1.3 -0.19
C 1.147 3.347 -1.696 1.0 1.0 0.0 -0.15
H -2.681 -2.945 -0.793 -0.7 2.7 0.4 0.05
H -2.668 1.678 1.547 1.7 0.1 -0.7 0.09
H -0.786 1.296 1.506 -1.8 0.6 -0.6 0.07
H -1.187 3.725 0.143 0.0 -0.1 1.4 0.03
H -0.456 3.506 1.665 -1.0 0.0 -0.8 0.06
H -2.399 3.424 -2.186 -0.6 -1.8 0.5 0.09
H -3.865 2.641 -1.385 1.9 -0.5 -0.5 0.09
H -2.838 2.281 -4.167 -0.8 -1.5 1.3 0.11
H -2.892 0.585 -3.360 -1.0 1.5 0.0 0.08
H -5.549 1.516 -2.610 1.3 0.4 -1.3 0.11
H -5.158 2.833 -3.876 0.5 -1.9 0.8 0.12
H -6.235 0.003 -4.309 1.2 1.3 -0.6 0.11
H -6.125 1.456 -5.459 1.1 -1.2 1.3 0.11
H -4.907 -0.340 -6.577 1.1 0.5 1.7 0.08
H -3.452 0.593 -5.859 -1.5 -0.9 0.5 0.07
H -4.102 -0.980 -5.018 -0.2 1.7 -1.0 0.08
H 0.422 0.025 -1.236 -0.6 1.7 -0.7 0.07
H 0.003 1.139 -2.670 0.6 0.1 1.7 0.10
H 0.927 2.214 0.078 -0.3 0.0 -1.0 0.06
H 2.253 3.520 -2.007 -1.8 -0.1 0.5 0.08
H 0.840 4.244 -1.030 0.4 -1.3 -1.3 0.08
H 0.547 3.341 -2.687 0.8 -0.1 1.9 0.09
C 1.682 -2.358 0.281 0.0 0.3 -0.2 -0.06
C 2.576 -2.761 1.439 0.1 -0.2 0.0 -0.15
N 3.529 -1.655 1.921 0.5 0.2 -0.4 -0.24
C 4.429 -1.259 0.740 -0.5 0.0 0.5 0.02
C 4.498 -2.219 2.976 -0.3 0.1 0.0 -0.15
C 3.879 -2.654 4.293 0.0 0.1 0.3 -0.05
C 2.812 -0.358 2.370 -0.2 -0.5 0.0 -0.05
C 1.702 -0.491 3.420 -0.2 -0.1 -0.2 -0.19
O 0.632 -1.293 2.945 0.4 0.2 0.2 -0.22
C -0.112 -1.911 3.992 -0.2 -0.2 -0.2 -0.07
H 2.253 -2.173 -0.632 0.0 -0.1 0.1 0.08
H 0.988 -3.174 0.058 0.1 0.1 0.2 0.10
H 1.080 -1.473 0.490 0.0 -0.2 0.1 0.06
H 3.207 -3.606 1.133 0.1 0.3 0.1 0.14
H 1.987 -3.102 2.290 0.1 0.3 -0.1 0.11
H 4.905 -2.160 0.351 -0.1 0.1 0.1 0.12
H 5.180 -0.555 1.104 -0.1 -0.1 0.0 0.11
H 3.823 -0.779 -0.029 0.1 -0.1 0.1 0.10
H 5.254 -1.448 3.164 -0.2 -0.1 -0.2 0.13
H 4.992 -3.073 2.510 -0.1 0.2 -0.2 0.13
H 3.757 -1.806 4.970 -0.1 -0.1 -0.1 0.08
H 4.565 -3.338 4.801 0.0 0.0 -0.2 0.10
H 2.927 -3.176 4.183 0.1 0.0 0.0 0.08
H 2.389 0.084 1.464 0.1 -0.1 0.1 0.12
H 3.595 0.309 2.742 -0.1 -0.1 0.0 0.14
H 1.296 0.509 3.611 0.3 0.2 -0.1 0.14
H 2.083 -0.857 4.371 0.0 -0.1 0.0 0.10
H -0.027 -1.374 4.941 0.0 0.0 -0.1 0.10
H 0.246 -2.937 4.118 0.0 0.0 0.2 0.09
H -1.162 -1.946 3.695 0.2 0.1 0.0 0.10

# 2
76
Properties=species:S:1:pos:R:3:forces:R:3:lowdin_charge:R:1 method="wB97M-V/def2-TZVPD" total_charge=+1 largest_force_ev_per_a=1.50 homo_ev=-11.35 gap_ev=9.36 lumo_ha=-0.073 spin_multiplicity=1
C 0.981 1.163 -1.873 0.1 0.4 -0.6 -0.04
O 2.313 0.636 -1.979 -0.3 0.1 0.2 0.01
B 3.006 0.251 -0.862 0.4 -0.7 0.3 -0.78
O 3.778 -0.842 -0.851 -0.2 0.5 -1.0 0.08
C 3.040 1.091 0.502 0.3 0.3 -0.4 -0.20
C 4.373 1.885 0.494 -0.2 0.1 0.0 -0.12
C 4.880 2.199 1.912 -0.1 0.3 -0.3 -0.17
C 3.691 2.373 2.843 0.0 -0.1 -0.2 -0.16
C 2.887 1.073 2.970 -0.1 0.6 -0.2 -0.15
N 3.033 0.221 1.725 -0.1 -0.2 1.0 -0.21
P 1.631 -1.014 1.643 -0.4 -0.3 -0.4 0.68
O 1.216 -1.178 3.183 0.4 0.4 -0.1 -0.32
Cl 2.719 -2.710 1.356 0.1 0.1 0.1 0.36
H 0.409 0.705 -2.671 -0.2 0.0 0.1 0.06
H 0.973 2.241 -2.040 0.2 0.0 0.1 0.10
H 0.503 0.941 -0.919 0.1 -0.1 0.0 0.08
H 3.859 -1.334 -1.849 0.3 -0.1 1.5 0.06
H 2.215 1.799 0.604 -0.1 -0.2 0.2 0.14
H 4.163 2.827 -0.017 0.0 0.0 -0.1 0.13
H 5.118 1.356 -0.099 0.1 0.0 0.1 0.12
H 5.431 3.138 1.856 0.2 -0.1 0.2 0.12
H 5.574 1.436 2.271 0.0 0.0 0.1 0.12
H 3.975 2.725 3.832 0.0 -0.2 0.1 0.10
H 3.025 3.127 2.419 0.1 0.1 0.0 0.12
H 3.172 0.494 3.844 0.0 0.0 0.0 0.12
H 1.835 1.351 3.027 -0.1 -0.3 0.2 0.12
H 3.914 -0.291 1.810 0.0 0.0 -0.5 0.14
H 1.944 -1.337 3.801 -0.2 -0.2 0.2 0.07
C -2.978 -1.841 -1.636 0.1 0.0 -0.1 0.00
C -2.690 -0.531 -2.327 -0.1 0.0 0.0 -0.53
O -1.578 -0.261 -2.775 0.0 -0.1 0.0 -0.01
N -3.708 0.351 -2.442 0.1 -0.1 0.1 0.02
C -5.076 0.188 -1.982 0.1 0.2 -0.1 -0.08
H -2.065 -2.431 -1.628 0.0 0.0 0.0 0.08
H -3.301 -1.673 -0.609 -0.1 0.0 0.0 0.09
H -3.759 -2.396 -2.156 -0.1 0.0 0.1 0.07
H -3.457 1.205 -2.914 0.0 0.0 0.0 0.14
H -5.760 0.253 -2.830 -0.1 -0.1 0.0 0.08
H -5.328 0.977 -1.271 0.0 0.0 0.0 0.09
H -5.207 -0.778 -1.508 0.0 0.0 -0.1 0.05
C 1.421 2.868 7.775 0.0 -0.1 0.0 -0.01
C 2.614 3.025 6.864 0.0 0.0 0.1 -0.54
O 3.005 2.107 6.151 0.0 0.0 -0.2 0.01
N 3.247 4.221 6.863 -0.1 0.0 0.0 0.01
C 2.928 5.408 7.636 0.2 0.0 -0.1 -0.07
H 1.033 1.860 7.661 0.0 0.0 0.0 0.08
H 1.707 3.019 8.816 0.0 0.1 0.0 0.09
H 0.638 3.580 7.515 0.0 0.0 0.1 0.09
H 4.040 4.261 6.242 0.0 0.0 0.0 0.14
H 2.715 6.245 6.971 -0.1 0.0 0.0 0.09
H 3.770 5.680 8.273 0.0 0.0 0.1 0.09
H 2.061 5.234 8.263 0.0 0.0 0.0 0.07
C -7.335 -4.158 -3.763 0.1 0.0 0.0 -0.01
C -7.132 -2.998 -2.818 0.0 0.0 0.0 -0.54
O -6.137 -2.911 -2.110 0.0 0.0 0.0 0.01
N -8.099 -2.048 -2.776 0.1 -0.1 -0.1 0.01
C -9.334 -1.989 -3.536 0.1 0.1 0.2 -0.07
H -6.481 -4.823 -3.676 0.0 0.0 0.0 0.08
H -8.240 -4.710 -3.510 0.0 0.0 -0.1 0.09
H -7.408 -3.810 -4.794 -0.1 0.0 0.0 0.09
H -7.909 -1.306 -2.121 0.0 0.0 0.0 0.13
H -9.365 -1.079 -4.137 0.0 0.0 -0.1 0.09
H -10.192 -1.986 -2.862 0.0 0.0 0.0 0.09
H -9.416 -2.844 -4.197 0.0 0.0 0.0 0.07
C 3.367 -3.744 -4.479 0.3 0.0 0.1 0.02
C 3.285 -2.504 -3.639 -0.4 0.1 -0.2 -0.45
O 4.148 -2.249 -2.771 -0.1 -0.3 -0.6 0.05
N 2.258 -1.677 -3.827 0.3 0.1 0.2 0.06
C 1.123 -1.764 -4.734 0.0 0.2 0.3 -0.03
H 4.255 -4.301 -4.194 0.0 0.0 0.0 0.09
H 2.490 -4.370 -4.322 0.0 0.0 -0.1 0.09
H 3.436 -3.486 -5.536 -0.1 0.0 0.0 0.09
H 2.278 -0.855 -3.227 -0.1 0.0 -0.1 0.11
H 1.117 -0.884 -5.377 0.0 -0.1 -0.1 0.09
H 0.219 -1.751 -4.124 -0.1 -0.1 -0.2 0.08
H 1.145 -2.654 -5.355 0.1 -0.1 0.1 0.08

# 3
67
Properties=species:S:1:pos:R:3:forces:R:3:lowdin_charge:R:1 method="wB97M-V/def2-TZVPD" total_charge=-1 largest_force_ev_per_a=1.19 homo_ev=-4.90 gap_ev=7.40 lumo_ha=0.092 spin_multiplicity=1
C -2.530 -3.106 1.016 0.1 0.0 0.2 -0.12
C -1.723 -2.523 0.316 0.4 0.6 0.0 -0.45
Nb -0.241 -1.272 -0.839 0.5 0.2 0.4 1.06
C 1.251 0.064 -1.878 0.2 0.6 0.5 -0.34
C 2.350 0.754 -1.114 0.4 0.1 -0.3 -0.57
O 3.520 0.487 -1.335 0.0 -0.3 0.4 0.02
N 2.067 1.738 -0.128 -0.8 -0.7 -0.5 -0.18
C 2.452 1.354 1.232 0.7 0.5 0.1 -0.09
C 0.735 2.318 -0.196 0.2 0.4 0.4 -0.13
H -3.168 -3.610 1.706 -0.1 0.0 -0.1 -0.02
H -1.159 -1.587 -2.420 0.1 -0.1 -0.1 -0.17
H 0.652 -2.809 -1.279 -0.7 -0.3 -0.5 -0.14
H 0.668 -1.048 0.744 0.3 -0.1 0.3 -0.13
H -1.426 0.117 -0.622 -0.6 -0.4 -0.6 -0.13
H 1.772 -0.620 -2.556 -0.1 -0.2 0.0 0.03
H 0.724 0.783 -2.514 -0.3 0.0 0.2 0.04
H 1.582 1.168 1.865 -0.1 -0.1 -0.1 0.07
H 3.056 2.148 1.682 -0.1 0.0 0.1 0.06
H 3.072 0.461 1.226 -0.1 0.0 -0.2 0.08
H 0.544 2.717 -1.191 -0.1 -0.2 0.0 0.08
H 0.708 3.174 0.488 0.0 0.0 0.0 0.08
H -0.066 1.637 0.109 0.0 -0.1 -0.1 0.01
C -6.494 -1.830 0.273 0.0 0.1 0.2 -0.07
C -6.993 -2.985 1.124 0.0 0.0 -0.1 -0.28
O -6.640 -2.888 2.495 0.0 -0.1 0.1 -0.17
C -7.138 -1.755 3.176 0.0 0.1 0.0 -0.29
C -8.657 -1.689 3.232 0.0 0.0 -0.1 -0.09
H -5.427 -1.668 0.431 0.0 -0.1 -0.1 0.08
H -6.660 -2.044 -0.783 0.0 0.0 0.0 0.08
H -7.014 -0.899 0.508 0.0 0.0 0.0 0.06
H -6.540 -3.915 0.780 0.0 0.0 0.1 0.12
H -8.079 -3.101 1.018 0.0 0.0 0.0 0.10
H -6.730 -0.835 2.744 0.0 0.0 0.0 0.11
H -6.739 -1.832 4.188 0.0 0.0 0.0 0.12
H -9.092 -1.490 2.251 0.0 0.0 0.0 0.06
H -8.972 -0.888 3.902 0.0 0.0 0.0 0.07
H -9.066 -2.633 3.596 0.0 0.0 0.0 0.08
C 4.986 6.039 3.194 0.1 0.0 0.1 -0.08
C 3.893 4.982 3.219 0.0 0.1 -0.1 -0.28
O 4.344 3.704 3.619 0.0 -0.1 0.0 -0.17
C 4.866 3.609 4.928 0.0 0.0 0.1 -0.28
C 3.858 3.941 6.017 0.0 0.1 -0.1 -0.08
H 5.847 5.680 2.627 0.0 0.0 0.0 0.08
H 4.614 6.952 2.728 0.0 0.0 0.0 0.07
H 5.329 6.296 4.199 0.0 0.0 0.0 0.06
H 3.500 4.841 2.212 0.0 -0.1 0.0 0.12
H 3.055 5.310 3.845 0.0 0.0 0.0 0.11
H 5.764 4.230 5.034 0.0 0.0 0.0 0.11
H 5.185 2.571 5.032 0.0 0.0 -0.1 0.12
H 3.600 5.002 6.024 0.0 0.0 0.0 0.06
H 4.268 3.693 6.997 0.0 0.0 0.0 0.07
H 2.939 3.374 5.867 0.0 0.0 0.0 0.08
C 2.250 -0.948 -6.099 -0.1 -0.1 -0.1 -0.08
C 2.855 -2.099 -5.310 0.0 0.1 0.0 -0.28
O 1.895 -2.936 -4.703 0.1 -0.1 0.1 -0.17
C 1.012 -3.615 -5.567 -0.1 0.0 0.0 -0.28
C 1.703 -4.591 -6.508 0.1 0.1 0.0 -0.09
H 1.521 -0.416 -5.486 0.0 0.0 0.0 0.08
H 3.031 -0.250 -6.402 0.0 0.0 0.0 0.07
H 1.743 -1.294 -7.003 0.0 0.0 0.0 0.06
H 3.445 -1.699 -4.485 0.0 0.0 0.0 0.12
H 3.539 -2.682 -5.941 0.0 0.0 0.0 0.10
H 0.400 -2.903 -6.135 0.0 0.0 0.0 0.11
H 0.333 -4.156 -4.909 0.0 0.0 0.0 0.12
H 2.302 -4.078 -7.263 0.0 0.0 0.0 0.06
H 0.961 -5.198 -7.030 0.0 0.0 0.0 0.07
H 2.365 -5.253 -5.947 0.0 0.0 0.0 0.08